{"formula": "ClFN2O3", "method": "wB97M-V/def2-TZVPD", "smiles": "O=[N+]([O-])Cl.O=NF", "homo_ev": -11.967, "lumo_ev": -1.446, "multiplicity": 1, "elements": ["N", "N", "O", "O", "O", "F", "Cl"], "positions_angstrom": [[-1.214, 1.117, 0.030], [2.156, -1.026, -0.086], [-0.225, 1.696, -0.183], [-2.077, 1.324, 0.831], [1.280, -1.092, -0.833], [1.677, -1.675, 1.276], [-1.597, -0.343, -1.034]], "lowdin_charge": [-0.6997, 0.1209, 0.0774, 0.0484, 0.0456, -0.2166, 0.6240]}

{"formula": "ClFN2O3", "method": "wB97M-V/def2-TZVPD", "homo_ev": [-11.247, -9.923], "lumo_ev": [-2.007, -3.313], "multiplicity": 1, "elements": ["N", "N", "O", "O", "O", "F", "Cl"], "positions_angstrom": [[-0.010, 0.857, 0.835], [1.270, -0.098, -0.711], [1.731, 0.776, -1.320], [1.239, -1.249, -0.567], [-0.974, 1.567, 0.751], [-0.310, -0.388, 1.601], [-2.495, 1.111, -0.532]], "lowdin_charge": [0.0054, -0.2623, 0.1739, 0.1836, -0.3074, -0.1123, 0.3191]}

{"formula": "ClFO3S", "method": "wB97M-V/def2-TZVPD", "homo_ev": -10.338, "lumo_ev": -1.265, "multiplicity": 1, "elements": ["O", "O", "O", "F", "S", "Cl"], "positions_angstrom": [[0.939, -1.376, -0.361], [-0.122, 0.413, 0.831], [-2.508, -0.078, 0.237], [1.682, 0.966, -0.648], [1.289, -0.236, 0.419], [-1.279, 0.311, -0.478]], "lowdin_charge": [-0.4191, -0.6315, -0.5652, -0.3183, 0.8977, 1.0363]}

{"formula": "ClFS", "method": "wB97M-V/def2-TZVPD", "homo_ev": [-9.512, -9.899], "lumo_ev": [-2.331, -3.898], "multiplicity": 1, "elements": ["F", "S", "Cl"], "positions_angstrom": [[-0.507, -0.118, 0.000], [-1.862, 0.619, 0.002], [2.369, -0.501, -0.002]], "lowdin_charge": [-0.6830, 0.6379, 0.0450]}

{"formula": "ClFS2", "method": "wB97M-V/def2-TZVPD", "homo_ev": [-9.324, -9.328], "lumo_ev": [-2.904, -2.897], "multiplicity": 1, "elements": ["F", "S", "S", "Cl"], "positions_angstrom": [[0.727, -0.928, -0.383], [1.233, 0.238, 0.621], [-1.579, 0.724, 0.859], [-2.249, -0.455, -0.508]], "lowdin_charge": [-0.6634, 0.5767, 0.0272, 0.0596]}

{"formula": "ClH12MgO6", "method": "wB97M-V/def2-TZVPD", "charge": 1, "homo_ev": -12.061, "lumo_ev": -7.204, "multiplicity": 1, "elements": ["Mg", "Cl", "O", "H", "H", "O", "H", "H", "O", "H", "H", "O", "H", "H", "O", "H", "H", "O", "H", "H"], "positions_angstrom": [[-0.666, 0.684, 0.763], [-2.111, 3.849, 2.283], [-2.408, 0.488, -1.963], [-2.385, 1.239, -2.556], [-3.095, -0.077, -2.318], [0.737, -2.339, -0.002], [1.613, -2.701, -0.129], [0.146, -3.074, -0.166], [-2.668, -1.250, 2.887], [-2.750, -2.203, 2.932], [-3.315, -0.924, 3.512], [1.827, -0.582, -4.255], [2.633, -1.093, -4.329], [1.417, -0.896, -3.450], [1.665, 2.353, -1.080], [1.794, 2.217, -2.018], [2.080, 3.198, -0.901], [1.717, 0.583, 3.289], [1.451, 0.690, 4.202], [2.319, -0.162, 3.300]], "lowdin_charge": [1.2502, -0.4211, -0.0632, 0.0519, 0.0513, -0.0537, 0.0490, 0.0467, -0.0656, 0.0407, 0.0497, -0.0469, 0.0369, 0.0128, -0.0632, 0.0406, 0.0524, -0.0593, 0.0497, 0.0412]}

{"formula": "ClH12O6", "method": "wB97M-V/def2-TZVPD", "charge": -1, "homo_ev": -6.579, "lumo_ev": 3.475, "multiplicity": 1, "elements": ["Cl", "O", "H", "H", "O", "H", "H", "O", "H", "H", "O", "H", "H", "O", "H", "H", "O", "H", "H"], "positions_angstrom": [[-0.111, -0.610, 0.461], [2.793, -1.012, 1.884], [1.868, -0.865, 1.608], [3.230, -1.264, 1.067], [1.784, -0.987, -2.300], [1.193, -0.960, -1.523], [2.641, -1.215, -1.930], [0.012, 1.909, -1.771], [-0.269, 2.686, -1.279], [-0.025, 1.195, -1.108], [-2.610, 1.905, 0.181], [-2.089, 1.091, 0.121], [-2.384, 2.225, 1.064], [-1.333, -2.729, -1.800], [-1.851, -3.409, -1.361], [-0.903, -2.252, -1.067], [-0.837, 1.772, 2.502], [-0.586, 1.444, 3.369], [-0.523, 1.078, 1.885]], "lowdin_charge": [0.0157, -0.1189, -0.0976, 0.0086, -0.0929, -0.0737, 0.0123, -0.1016, 0.0161, -0.0775, -0.0936, -0.0399, 0.0013, -0.1062, 0.0145, -0.0869, -0.1141, 0.0287, -0.0943]}

{"formula": "ClH14O7", "method": "wB97M-V/def2-TZVPD", "charge": -1, "homo_ev": -6.929, "lumo_ev": 3.164, "multiplicity": 1, "elements": ["Cl", "O", "H", "H", "O", "H", "H", "O", "H", "H", "O", "H", "H", "O", "H", "H", "O", "H", "H", "O", "H", "H"], "positions_angstrom": [[-15.325, -25.885, 1.457], [-17.179, -26.221, 4.267], [-16.576, -26.142, 3.508], [-17.293, -27.172, 4.377], [-16.928, -28.815, 2.220], [-16.418, -28.010, 2.019], [-16.442, -29.521, 1.785], [-12.478, -25.366, -0.072], [-12.844, -24.566, -0.460], [-13.212, -25.729, 0.466], [-13.529, -23.980, 3.617], [-13.979, -24.597, 3.014], [-12.792, -23.642, 3.099], [-15.310, -25.719, -1.885], [-15.107, -26.656, -1.822], [-15.176, -25.397, -0.975], [-17.390, -22.945, 1.658], [-17.030, -23.840, 1.761], [-17.028, -22.644, 0.819], [-18.249, -25.474, -0.451], [-17.403, -25.631, 0.005], [-18.494, -26.337, -0.796]], "lowdin_charge": [0.0246, -0.0976, -0.0769, 0.0137, -0.0987, -0.0750, 0.0224, -0.1202, 0.0188, -0.0869, -0.1008, -0.0740, 0.0170, -0.1034, 0.0277, -0.0654, -0.0842, -0.0359, 0.0235, -0.0915, -0.0605, 0.0235]}

{"formula": "ClH18O13", "method": "wB97M-V/def2-TZVPD", "charge": -1, "homo_ev": -7.110, "lumo_ev": 2.405, "multiplicity": 1, "elements": ["Cl", "O", "O", "O", "O", "O", "H", "H", "O", "H", "H", "O", "H", "H", "O", "H", "H", "O", "H", "H", "O", "H", "H", "O", "H", "H", "O", "H", "H", "O", "H", "H"], "positions_angstrom": [[6.904, -13.562, -16.563], [6.933, -15.042, -16.419], [7.392, -13.208, -17.936], [5.502, -13.139, -16.356], [7.771, -12.959, -15.544], [8.685, -13.374, -12.971], [8.158, -13.140, -13.694], [8.976, -14.266, -13.145], [9.520, -11.691, -18.197], [9.138, -12.557, -18.266], [10.080, -11.911, -17.477], [4.993, -13.117, -13.288], [4.492, -13.100, -14.081], [4.457, -13.547, -12.617], [6.398, -15.247, -13.521], [6.071, -14.345, -13.490], [6.040, -15.674, -14.307], [3.024, -11.755, -16.063], [2.463, -11.229, -16.644], [2.554, -12.509, -15.718], [3.935, -12.445, -18.632], [3.723, -12.269, -17.718], [4.717, -13.029, -18.626], [6.122, -10.610, -17.041], [5.968, -11.378, -16.509], [6.712, -10.851, -17.737], [10.308, -14.317, -15.831], [9.533, -14.490, -16.347], [10.110, -13.533, -15.323], [4.837, -16.287, -15.675], [5.635, -15.989, -16.114], [4.109, -15.908, -16.174]], "lowdin_charge": [0.8213, -0.3526, -0.3391, -0.3598, -0.3222, -0.0423, -0.0562, 0.0295, -0.0465, -0.0207, 0.0020, -0.0114, 0.0119, 0.0702, -0.0843, -0.0476, -0.0199, -0.0351, 0.0644, 0.0475, -0.0822, -0.0496, 0.0233, -0.0522, -0.0473, 0.0056, -0.0447, -0.0094, 0.0115, -0.0677, -0.0369, 0.0403]}

{"formula": "ClH2N2O", "method": "wB97M-V/def2-TZVPD", "charge": -1, "homo_ev": -4.115, "lumo_ev": 3.216, "multiplicity": 1, "elements": ["N", "N", "O", "Cl", "H", "H"], "positions_angstrom": [[0.235, -0.473, 0.464], [1.524, -1.483, 0.626], [2.048, -1.677, -0.461], [-3.021, -0.315, -0.021], [0.069, -0.236, 1.452], [-0.655, -0.625, -0.061]], "lowdin_charge": [-0.0127, -0.0654, -0.1111, -0.7396, 0.0203, -0.0915]}